Entry 1:
# C24H31AuBN8Si

C24H31AuBN8Si as an isolated structure in a non-equilibrium geometry (ωB97M-V/def2-TZVPD, OMol25).

Structure (XYZ):
```
66
Properties=species:S:1:pos:R:3:forces:R:3:mulliken_charge:R:1
Au 0.52042 -0.19499 -1.44164 0.438 0.509 0.762 0.46
C -1.15382 3.91491 0.59537 -0.233 1.966 -0.684 -1.03
C -1.44593 2.67087 1.30581 -0.294 -0.300 2.631 0.66
C -1.84093 2.56184 2.71012 0.263 1.061 -1.244 -1.13
C -2.08296 1.24773 2.92707 0.483 -0.419 -1.387 -0.29
N -1.83406 0.60552 1.72642 0.353 -0.296 0.384 0.92
N -1.38622 1.48866 0.75971 -0.798 -1.083 0.571 -0.72
B -1.65417 -0.90543 1.50873 -0.477 0.438 -0.538 0.11
N -2.03370 -1.24708 -0.02872 0.080 -0.300 -0.931 1.18
C -3.22535 -1.64900 -0.54715 1.049 0.732 1.665 -0.21
C -3.06312 -2.16841 -1.78857 2.149 -0.720 -1.580 -1.29
C -1.65827 -2.09563 -2.04257 -0.893 0.811 2.080 0.95
C -0.81136 -2.64163 -3.11819 0.876 0.410 -0.074 -1.41
N -1.04207 -1.49312 -0.96571 -2.351 -1.130 -0.430 -0.90
N -0.21151 -1.32689 1.69977 0.712 -2.933 0.957 1.67
C 0.16026 -2.66602 1.79912 -0.623 1.232 -0.260 -0.58
C 1.49760 -2.74066 2.00103 1.232 0.085 -0.020 -1.26
C 1.93354 -1.39280 2.04204 -0.895 1.075 -0.465 0.66
C 3.31679 -0.78466 2.13748 -0.091 -1.584 -0.133 -1.22
N 0.87044 -0.57698 1.89969 1.099 0.605 -0.520 -1.26
N -2.58076 -1.74753 2.43526 -1.313 -0.265 0.451 0.36
C -2.34764 -2.16906 3.72648 1.316 1.087 -0.001 -0.27
C -3.46092 -2.03129 4.47095 -2.214 -0.143 0.700 -1.10
C -4.47476 -1.68748 3.50615 0.379 0.220 0.664 0.89
C -5.91515 -1.46505 3.76218 -1.080 0.418 1.302 -1.21
N -3.97264 -1.51603 2.32596 1.755 0.304 -0.683 -1.10
H -1.66114 4.79955 1.10403 0.444 -1.172 -0.700 0.34
H -1.54067 3.83369 -0.45235 0.477 0.283 0.792 0.25
H -0.07914 4.19429 0.58813 -0.481 -0.380 -0.145 0.13
H -1.93531 3.38245 3.40865 -0.055 -0.116 -0.095 0.36
H -2.38494 0.75511 3.84223 -0.016 -0.258 -0.351 0.43
H -4.06837 -1.57391 0.10267 -0.446 -0.004 0.107 0.58
H -3.75227 -2.67209 -2.44449 -0.248 0.178 0.146 0.43
H -1.28392 -3.45235 -3.63945 -0.403 -0.061 -0.548 0.39
H 0.07616 -3.08254 -2.66158 0.096 0.028 0.085 0.33
H -0.44038 -1.84270 -3.77857 -0.338 -0.435 -0.194 0.20
H -0.54751 -3.45300 1.74019 -0.586 -0.398 -0.196 0.76
H 2.12952 -3.62874 2.05488 -0.391 0.321 0.080 0.39
H 3.62058 -0.72334 3.16963 0.271 -0.018 0.441 0.28
H 3.36496 0.20092 1.72956 -0.216 0.626 -0.365 0.33
H 4.04877 -1.42735 1.59908 -0.403 0.404 0.367 0.30
H -1.37968 -2.44711 4.12240 0.150 0.194 -0.487 0.40
H -3.67540 -2.10423 5.56500 0.617 -0.361 -1.251 0.32
H -6.17759 -2.04212 4.68975 -0.013 0.806 -0.688 0.33
H -6.57978 -1.82828 2.98354 0.227 -0.143 -0.275 0.34
H -6.18182 -0.36814 3.88465 0.474 -1.243 0.106 0.21
C 1.41097 0.89099 -4.51218 -0.228 -1.072 -0.628 -1.18
Si 1.61195 1.45027 -2.70701 0.644 1.189 -0.893 0.19
C 0.86047 3.18478 -2.52755 -0.547 -0.570 -0.647 -0.96
C 3.48807 1.51839 -2.53656 0.383 0.455 -0.001 0.38
C 4.12858 0.36414 -2.13213 -0.022 -0.898 0.060 -0.24
C 5.50974 0.20449 -2.19712 -0.583 -0.177 -0.306 -0.75
C 6.27977 1.22663 -2.74930 1.197 -0.028 0.527 -0.17
C 5.71278 2.43915 -3.14691 -1.320 0.658 0.848 -0.65
C 4.29316 2.58373 -2.99139 0.638 -0.354 -0.271 0.01
H 2.15265 1.45857 -5.12425 -0.320 -0.500 0.490 0.39
H 0.42457 1.15039 -4.91272 -0.002 0.016 0.152 0.36
H 1.52283 -0.23101 -4.71626 0.143 1.563 0.398 0.30
H 1.11914 3.72708 -3.45994 0.070 -0.152 0.435 0.39
H 1.18367 3.76111 -1.65497 -0.197 -0.233 -0.159 0.34
H -0.24482 3.06697 -2.57177 0.600 0.264 0.332 0.24
H 3.48220 -0.46319 -1.81334 0.477 0.063 0.135 0.09
H 5.90808 -0.75754 -1.86424 0.250 0.498 -0.157 0.37
H 7.38653 1.09871 -2.75081 -0.964 0.170 -0.218 0.30
H 6.35656 3.32389 -3.39137 -0.781 -1.084 -0.064 0.31
H 3.75734 3.49255 -3.25493 0.481 0.158 -0.080 0.31
```
Forces are in eV/Å.

The energy above the lowest of the compared OMol25 structures with the same formula, charge and spin comes out at 0.129 eV. The multiplicity is 2. The HOMO-LUMO gap (spin up / spin down) comes out at 8.72 / 4.74 eV. The total charge is 0.

---

Entry 2:
# C24H31BrINNdP

C24H31BrINNdP as an isolated structure in a non-equilibrium geometry (ωB97M-V/def2-TZVPD, OMol25).

Structure (XYZ):
```
60
Properties=species:S:1:pos:R:3:forces:R:3:mulliken_charge:R:1
Nd -0.36533 0.38013 -0.36234 -0.589 2.018 -0.114 1.10
Br 2.77837 0.59009 -0.72260 -0.845 0.232 0.212 -0.19
C 2.84993 2.49798 -0.34588 0.172 -0.188 -0.023 0.83
C 4.09568 2.98211 -0.08383 0.014 -0.124 -0.033 -0.86
C 4.25987 4.36335 0.12049 -0.091 0.098 0.007 -0.64
C 3.17812 5.18619 0.00359 0.059 0.023 0.009 -0.92
C 1.89364 4.67390 -0.29474 -0.028 -0.158 0.004 1.03
C 0.80790 5.55910 -0.48717 -0.060 -0.025 -0.010 -0.71
C -0.42146 5.08181 -0.82975 -0.111 0.140 -0.018 -1.13
C -0.63559 3.69367 -0.92190 0.060 -0.514 0.013 -0.41
C 0.35837 2.75292 -0.69984 0.217 -0.924 0.187 -0.71
C 1.67291 3.27052 -0.43940 0.020 0.185 -0.041 1.12
H 4.95346 2.32420 -0.05281 -0.017 -0.007 0.017 0.45
H 5.24197 4.75574 0.34290 -0.003 0.007 -0.011 0.41
H 3.28530 6.25729 0.12027 0.028 -0.010 0.008 0.39
H 0.98398 6.62233 -0.38236 -0.026 0.002 -0.012 0.42
H -1.24397 5.76002 -1.01830 0.035 0.019 -0.008 0.43
H -1.64136 3.37667 -1.19087 -0.041 -0.052 0.059 0.54
I -3.61206 -0.67301 -0.79878 0.256 0.407 0.084 0.10
C -3.78382 1.21818 0.16862 0.137 -0.334 -0.106 0.52
C -4.97940 1.89919 0.13671 -0.061 0.020 0.043 -0.48
C -5.01742 3.12986 0.78352 0.066 -0.061 -0.018 -0.32
C -3.87917 3.59073 1.42784 -0.049 -0.009 0.006 -0.57
C -2.73129 2.82140 1.39315 0.068 0.025 0.129 -0.55
N -2.66985 1.64061 0.75821 0.392 -0.368 -0.295 -0.16
H -5.84688 1.49003 -0.36008 0.007 0.020 -0.022 0.41
H -5.92908 3.71228 0.78015 -0.002 -0.002 0.024 0.45
H -3.87839 4.53724 1.94926 0.021 -0.014 0.012 0.47
H -1.82547 3.14886 1.88575 0.023 0.031 -0.059 0.43
C 2.07371 -1.91682 1.95119 0.068 -0.086 -0.134 -1.47
C 1.99755 -2.63372 0.59625 -0.212 0.022 0.107 0.79
C 2.52723 -4.06657 0.69098 0.055 0.069 -0.102 -1.70
P 0.26782 -2.49400 -0.08537 0.703 -0.793 -0.134 0.30
C 0.37581 -3.11209 -1.84305 -0.115 0.177 0.172 0.32
C -0.97665 -2.94241 -2.54427 0.104 -0.097 0.054 -1.19
C 1.41740 -2.28515 -2.60328 -0.062 -0.150 0.050 -1.29
C -0.69501 -3.66680 1.00384 -0.188 0.389 -0.048 0.97
C -1.34284 -2.84070 2.12713 0.093 -0.129 0.023 -1.26
C -1.73581 -4.53387 0.30032 0.098 -0.014 0.017 -1.69
H 3.11296 -1.75682 2.23934 -0.005 -0.004 0.002 0.43
H 1.60471 -2.51160 2.73547 -0.017 0.037 -0.002 0.32
H 1.58749 -0.93343 1.93074 0.049 0.024 0.053 0.28
H 2.62444 -2.09449 -0.11490 -0.043 0.056 -0.009 0.04
H 2.17674 -4.56789 1.59239 -0.043 -0.037 -0.034 0.43
H 3.61660 -4.04412 0.73944 -0.009 -0.023 0.038 0.42
H 2.25319 -4.66675 -0.17764 0.032 -0.041 0.025 0.35
H 0.67121 -4.16273 -1.85237 -0.028 -0.031 0.066 0.53
H -1.22106 -1.87621 -2.63472 -0.059 0.013 -0.044 0.12
H -1.79324 -3.44407 -2.03125 -0.022 0.024 -0.020 0.25
H -0.92701 -3.34113 -3.55801 0.009 0.033 -0.008 0.46
H 1.13908 -1.22009 -2.60923 0.089 -0.013 -0.040 0.18
H 1.44511 -2.60534 -3.64525 -0.012 0.045 -0.017 0.45
H 2.42658 -2.37784 -2.20765 0.009 0.024 0.015 0.30
H 0.05385 -4.32946 1.43764 0.049 0.009 -0.009 0.19
H -1.97462 -2.04723 1.71741 -0.069 -0.024 0.001 0.21
H -0.60385 -2.39006 2.79126 -0.037 0.027 -0.035 0.24
H -1.98126 -3.48138 2.73684 0.010 0.018 0.024 0.43
H -2.57098 -3.93967 -0.07393 -0.020 -0.024 -0.025 0.26
H -2.13969 -5.24197 1.02498 -0.029 0.024 -0.001 0.50
H -1.30847 -5.11898 -0.51415 -0.048 0.040 -0.028 0.38
```
Forces are in eV/Å.

The energy above the lowest of the compared OMol25 structures with the same formula, charge and spin comes out at 1.097 eV. The multiplicity is 4. The HOMO-LUMO gap (spin up / spin down) comes out at 6.21 / 6.69 eV. The total charge is +2.

---

Entry 3:
# C24H31CeN3S2Si2

C24H31CeN3S2Si2 as an isolated structure (ωB97M-V/def2-TZVPD, OMol25).

Structure (XYZ):
```
63
Properties=species:S:1:pos:R:3:forces:R:3:mulliken_charge:R:1
Ce 0.25894 -1.22590 0.00974 0.019 -0.335 -0.715 0.47
S -1.85429 -3.07592 -0.88901 0.131 0.112 -0.011 -0.41
C -0.65847 -4.28979 -0.56401 0.079 -0.010 0.031 0.48
C -0.93049 -5.67133 -0.64388 -0.031 0.001 0.004 -0.82
C 0.05978 -6.58071 -0.36003 -0.031 0.013 -0.014 -0.08
C 1.33138 -6.13178 0.00578 -0.033 -0.048 -0.005 -0.91
C 1.53131 -4.77277 0.05938 0.013 0.134 0.002 -0.21
N 0.57864 -3.87516 -0.21811 0.003 0.113 0.035 0.06
H -1.92676 -5.98127 -0.92794 0.019 -0.017 0.011 0.42
H -0.14509 -7.64382 -0.41933 -0.013 0.025 -0.001 0.36
H 2.13316 -6.81698 0.24179 -0.003 0.008 -0.007 0.40
H 2.49733 -4.36335 0.33647 -0.012 0.017 -0.001 0.42
C -2.77005 5.37893 0.77943 0.050 0.119 0.068 -1.18
Si -2.44543 3.89642 -0.33381 0.054 0.110 -0.075 0.16
C -3.93329 2.78218 -0.20597 -0.064 -0.181 0.060 -0.99
C -2.23507 4.50861 -2.08496 -0.025 0.001 -0.147 -1.04
C -0.81582 3.16508 0.25338 0.220 -0.006 0.168 0.20
C 0.05485 3.92358 1.02051 -0.046 -0.057 0.007 -0.04
C 1.26311 3.39840 1.48445 -0.040 0.022 0.007 -1.00
C 1.54003 2.08445 1.19166 -0.014 -0.112 -0.009 -0.49
N 0.74531 1.32471 0.43025 -0.034 0.103 0.011 0.05
C -0.38851 1.85392 -0.07656 -0.107 -0.010 -0.093 0.52
S -1.30302 0.84954 -1.16490 -0.085 0.026 0.012 -0.46
H -3.79041 5.74187 0.62717 0.046 0.002 -0.002 0.33
H -2.08902 6.21032 0.57059 -0.046 -0.048 0.030 0.31
H -2.66262 5.11237 1.83575 -0.045 0.026 -0.059 0.34
H -4.83833 3.39635 -0.16618 0.013 -0.026 0.004 0.35
H -3.89516 2.16303 0.69463 -0.027 0.037 -0.042 0.31
H -3.99410 2.10797 -1.06096 -0.008 0.043 0.071 0.29
H -3.10672 5.08774 -2.40656 0.048 -0.033 -0.002 0.34
H -2.10771 3.66686 -2.77097 0.008 0.053 0.040 0.30
H -1.35046 5.14641 -2.16372 -0.045 -0.007 -0.017 0.32
H -0.20700 4.94492 1.27931 0.013 -0.039 0.007 0.31
H 1.94627 3.98405 2.08354 -0.006 0.001 -0.001 0.38
H 2.43365 1.60207 1.57391 -0.002 -0.023 -0.015 0.52
C 2.71463 -1.24456 -0.87064 0.021 0.131 -0.016 -1.49
C 2.45351 -0.58201 -2.12520 0.126 -0.131 0.117 0.79
C 2.78410 0.77269 -2.35137 -0.090 0.145 -0.019 -0.48
C 2.50137 1.40055 -3.54206 0.001 0.096 0.077 -0.71
C 1.85431 0.71521 -4.57641 0.008 0.082 -0.149 0.54
C 1.48440 -0.61132 -4.36674 -0.090 -0.086 -0.020 -0.88
C 1.77101 -1.23935 -3.17177 -0.096 -0.010 -0.044 -0.06
C 1.59144 1.36045 -5.83313 0.013 -0.108 0.248 -0.03
N 1.38771 1.87450 -6.84345 0.005 0.023 -0.043 -0.58
H 3.44292 -0.73815 -0.23953 0.035 0.003 0.044 0.39
H 2.92617 -2.30751 -0.97260 -0.023 -0.087 0.017 0.43
H 3.26805 1.32875 -1.55672 0.042 -0.010 -0.024 0.31
H 2.77639 2.43843 -3.68774 0.006 -0.018 0.010 0.43
H 0.96370 -1.14599 -5.15173 0.009 -0.015 0.026 0.44
H 1.46886 -2.27121 -3.03010 0.022 -0.079 -0.027 0.36
C -1.61972 -2.53912 3.58738 -0.117 -0.075 -0.073 -1.18
Si -0.08772 -1.58845 2.97167 0.019 0.101 0.506 0.44
C -0.21376 0.05247 3.95189 0.006 0.093 -0.024 -1.16
C 1.31786 -2.49481 3.90276 0.120 -0.053 -0.041 -1.23
H -1.63318 -2.57301 4.68365 -0.014 -0.010 -0.031 0.32
H -1.62346 -3.56769 3.21158 -0.018 0.045 0.025 0.27
H -2.54715 -2.06833 3.24652 0.032 -0.033 0.026 0.28
H -0.36236 -0.13746 5.02218 0.006 0.025 -0.030 0.36
H -1.05251 0.66084 3.59459 0.043 -0.017 0.038 0.25
H 0.69268 0.65821 3.83694 -0.055 -0.025 0.025 0.27
H 1.11335 -2.51415 4.98027 0.025 -0.015 -0.029 0.34
H 2.28863 -2.00918 3.75106 -0.047 -0.034 0.026 0.27
H 1.41284 -3.53078 3.55782 0.009 0.048 0.033 0.29
```
Forces are in eV/Å.

The energy above the lowest of the compared OMol25 structures with the same formula, charge and spin comes out at 0.000 eV. The multiplicity is 2. The HOMO-LUMO gap (spin up / spin down) comes out at 6.91 / 6.87 eV. The total charge is -1.

---

Entry 4:
# C24H31ClN2O3

One molecule with the formula C24H31ClN2O3 (ωB97M-V/def2-TZVPD, OMol25).

Structure (XYZ):
```
61
Properties=species:S:1:pos:R:3:forces:R:3:mulliken_charge:R:1
C -0.87876 -4.53799 -0.77161 0.110 -0.215 0.031 -1.04
H -0.30074 -4.77443 -1.67038 -0.008 0.015 0.037 0.44
O -1.46808 -3.26327 -0.85593 -0.095 0.364 -0.044 -0.45
C -0.65518 -2.17646 -1.00570 -0.059 0.171 -0.033 0.80
C 0.73413 -2.21813 -1.04412 -0.157 -0.346 0.076 -0.85
C 1.45544 -1.04339 -1.16858 -0.111 0.253 -0.008 -0.22
C 0.81866 0.18575 -1.26427 -0.026 0.022 -0.134 -0.92
C -0.57100 0.21806 -1.23694 0.142 -0.123 -0.026 -0.01
C -1.30164 -0.94437 -1.11183 -0.025 -0.269 -0.009 -0.53
H -2.37970 -0.92498 -1.08702 -0.147 -0.002 0.011 0.40
H -1.08660 1.16440 -1.31047 -0.052 0.123 -0.009 0.49
C 1.63018 1.46017 -1.32106 0.051 -0.072 0.205 0.33
N 2.69550 1.32513 -2.30891 -0.184 0.083 0.086 0.49
C 3.59915 2.46324 -2.35866 0.342 -0.057 0.106 -0.65
C 4.76894 2.16192 -3.29275 -0.165 0.255 -0.078 -0.91
C 4.26560 1.85879 -4.69809 0.119 -0.244 0.125 -0.72
C 3.25197 0.72460 -4.61504 -0.170 0.276 -0.082 -0.89
C 2.14303 1.09080 -3.63540 0.066 -0.348 -0.224 -0.57
H 1.42297 0.27227 -3.57297 0.019 0.122 -0.056 0.33
H 1.60851 1.98646 -4.00378 -0.025 -0.026 0.039 0.32
H 3.74680 -0.18158 -4.26247 -0.009 -0.095 -0.016 0.31
H 2.81748 0.52137 -5.59529 -0.006 -0.060 -0.015 0.37
H 5.09640 1.58440 -5.35062 -0.003 0.065 -0.054 0.35
H 3.78672 2.74771 -5.11587 0.002 0.049 -0.060 0.33
H 5.30810 1.29496 -2.90748 0.069 -0.006 0.059 0.32
H 5.45016 3.01444 -3.30290 0.051 -0.005 0.039 0.39
H 3.99152 2.65467 -1.36031 -0.049 0.070 -0.012 0.45
H 3.07559 3.37376 -2.70372 -0.008 0.003 0.055 0.36
H 0.95518 2.30257 -1.56939 0.039 -0.090 0.039 0.34
C 2.20343 1.71181 0.09494 0.060 0.312 -0.139 -1.66
N 1.21385 1.46429 1.11361 0.112 -0.358 -0.144 0.06
C 0.52396 2.44388 1.71946 -0.251 -0.449 0.289 0.12
O 0.77932 3.62621 1.64177 -0.089 0.389 0.044 -0.69
C -0.62273 1.92746 2.59775 -0.006 0.431 0.121 -0.37
O -0.93749 0.60339 2.23178 -0.103 -0.120 0.045 -0.09
C -2.03178 -0.00087 2.78247 -0.128 -0.243 0.005 0.23
C -2.35781 -1.24326 2.24454 0.075 0.198 0.066 -0.20
C -3.44393 -1.96258 2.70684 0.012 0.073 0.038 0.25
C -4.19709 -1.41376 3.74295 0.196 0.225 -0.026 0.95
C -3.89407 -0.17866 4.30280 -0.109 -0.205 -0.048 0.37
C -2.80260 0.52597 3.80831 0.266 0.150 -0.145 -0.64
H -2.56882 1.48539 4.24194 0.035 0.110 0.044 0.34
C -4.72529 0.38278 5.41332 0.020 0.018 -0.006 -1.85
H -4.72065 -0.29381 6.26703 -0.055 0.012 0.071 0.38
H -4.34750 1.35111 5.72924 0.019 0.066 0.026 0.35
H -5.75950 0.49552 5.09033 -0.068 0.021 0.058 0.37
Cl -5.55762 -2.30089 4.35201 -0.190 -0.128 0.087 -0.25
C -3.79507 -3.28572 2.10428 0.018 0.001 -0.008 -1.76
H -4.84204 -3.29920 1.80579 -0.042 -0.074 -0.029 0.43
H -3.65062 -4.08307 2.83289 -0.041 -0.090 0.011 0.38
H -3.17563 -3.48091 1.23367 0.052 -0.030 -0.072 0.15
H -1.74898 -1.63025 1.44426 0.077 -0.086 -0.119 0.47
H -1.48025 2.59746 2.46046 0.122 -0.078 -0.012 0.45
H -0.30136 1.98590 3.64747 -0.047 -0.001 -0.121 0.38
H 0.83588 0.52958 1.17499 -0.034 0.130 0.044 0.34
H 3.05662 1.04775 0.25574 0.035 0.067 -0.065 0.15
H 2.51020 2.75191 0.21422 0.102 -0.145 -0.014 0.68
H 2.53326 -1.07740 -1.20676 0.152 -0.014 -0.013 0.48
H 1.26475 -3.15463 -0.97354 0.016 -0.106 0.012 0.48
H -0.23450 -4.62585 0.10964 -0.008 0.004 -0.047 0.36
H -1.70627 -5.24042 -0.68267 0.092 0.008 -0.001 0.25
```
Forces are in eV/Å.

The energy above the lowest of the compared OMol25 structures with the same formula, charge and spin comes out at 0.933 eV. Its structure (SMILES) is COc1ccc([C@@H](CNC(=O)COc2cc(C)c(Cl)c(C)c2)N2CCCCC2)cc1. The HOMO-LUMO gap comes out at 9.09 eV. The total charge is 0.